Entry 1:
{"formula": "C10H18ClFN4O5", "method": "the ωB97M-V functional and the def2-TZVPD basis", "species": ["C", "O", "C", "N", "C", "N", "C", "C", "C", "Cl", "N", "C", "O", "N", "C", "O", "F", "H", "H", "H", "H", "H", "H", "H", "H", "H", "H", "H", "H", "H", "H", "H", "C", "C", "O", "O", "H", "H", "H"], "coordinates": [[-1.43683, 1.77869, -3.99463], [-0.50168, 0.66646, -4.22962], [0.21197, 0.35549, -2.99893], [-0.77490, 0.21652, -1.84740], [0.00110, 0.12323, -0.58166], [0.18164, 1.31917, 0.24917], [1.56849, 1.88257, 0.17576], [1.63120, 3.05334, 1.31777], [0.78946, 4.30429, 0.75893], [1.81639, 5.17881, -0.52464], [0.50936, -1.05692, -0.20764], [1.32173, -1.34208, 0.99849], [2.21099, -2.23384, 0.87799], [1.16649, -0.73615, 2.34076], [-0.17408, -0.93998, 2.90805], [-0.27259, -0.91079, 4.16196], [-1.37052, -1.12701, 2.13140], [-0.92905, 2.61229, -3.36399], [-2.40844, 1.41501, -3.51183], [-1.69615, 2.24277, -5.01704], [0.76280, -0.64406, -3.21437], [1.02135, 1.15320, -2.78950], [-1.22070, -0.71169, -2.00957], [-0.15100, 1.18972, 1.21574], [2.39985, 1.12205, 0.44558], [1.75846, 2.34719, -0.86610], [2.70424, 3.29844, 1.62998], [1.04657, 2.65458, 2.23690], [-0.18238, 3.91525, 0.25926], [0.48172, 5.04506, 1.59506], [0.31222, -1.87058, -0.83565], [1.48053, 0.24496, 2.39023], [-1.76640, -4.58388, 2.00950], [-1.74075, -5.41967, 0.73405], [-2.83167, -5.94212, 0.40849], [-0.61768, -5.47832, 0.16383], [-2.76258, -4.56899, 2.45809], [-1.06581, -4.99934, 2.73882], [-1.47331, -3.55368, 1.78677]], "forces_ev_per_a": [[-0.2, 1.0, -0.6], [0.0, 0.6, 2.6], [0.7, 0.1, -2.0], [2.5, -1.3, 2.0], [-0.7, 0.3, 0.0], [0.4, -1.6, -1.8], [1.1, 1.2, 1.1], [-1.2, -0.3, -0.8], [-0.3, -0.4, 0.6], [-1.0, -0.7, 1.1], [-1.2, 1.3, -0.1], [4.7, -4.2, 0.5], [-4.4, 4.4, 0.0], [-3.1, -0.6, -2.8], [-1.1, 0.4, 6.4], [0.1, -0.1, -6.5], [3.6, 0.6, 0.9], [-0.9, -1.4, -0.9], [1.5, 0.5, -0.5], [0.5, -1.0, 1.6], [-1.0, 1.6, 0.4], [-1.5, -1.0, 0.0], [0.2, 0.7, 0.3], [0.2, -0.2, -0.8], [-1.3, 0.9, -0.7], [-0.3, -0.9, 1.8], [-1.6, -0.2, -0.6], [1.0, 0.6, -1.2], [1.8, 0.8, 0.7], [0.8, -1.2, -1.6], [0.5, 0.4, 0.9], [-0.2, -0.7, 0.2], [-0.2, 0.2, 0.7], [-0.3, -0.3, -0.4], [0.6, 0.2, -0.1], [-0.1, 0.3, -0.2], [0.1, 0.0, -0.1], [0.1, 0.1, -0.1], [0.1, 0.0, 0.0]], "lumo_ev": -3.64, "total_energy_ev": -42092.374}

***

Entry 2:
{"formula": "C20H7BCl40O4", "method": "the ωB97M-V functional and the def2-TZVPD basis", "species": ["O", "C", "C", "C", "B", "O", "O", "C", "O", "C", "C", "C", "C", "C", "C", "H", "H", "H", "H", "H", "H", "H", "Cl", "C", "Cl", "Cl", "Cl", "Cl", "C", "Cl", "Cl", "Cl", "Cl", "C", "Cl", "Cl", "Cl", "Cl", "C", "Cl", "Cl", "Cl", "Cl", "C", "Cl", "Cl", "Cl", "Cl", "C", "Cl", "Cl", "Cl", "Cl", "C", "Cl", "Cl", "Cl", "Cl", "C", "Cl", "Cl", "Cl", "Cl", "C", "Cl", "Cl", "Cl", "Cl", "C", "Cl", "Cl", "Cl"], "coordinates": [[-1.45846, -1.28676, 3.36558], [-1.58266, -2.04411, 2.39544], [-2.99735, -2.58535, 1.87992], [-3.12285, -3.82694, 1.24311], [-4.50243, -4.45359, 0.66187], [-5.64497, -3.59083, 0.60032], [-4.60984, -5.81375, 0.20034], [-1.79655, -4.71203, 1.05107], [-1.78132, -5.95045, 1.11048], [-0.46162, -3.91629, 0.82060], [0.61979, -4.51431, -0.06509], [1.90309, -3.71027, -0.26401], [2.04662, -2.38209, 0.45906], [0.95533, -1.77868, 1.36359], [-0.33488, -2.55343, 1.53064], [-3.92957, -1.94107, 1.98262], [-5.32536, -2.79782, 0.11951], [-3.89277, -5.95720, -0.45478], [0.43336, -5.52146, -0.53251], [2.68948, -4.15247, -0.94918], [3.04024, -1.82506, 0.30921], [1.08408, -0.78775, 1.89713], [-2.51539, -0.73773, -3.73646], [-2.77774, -1.81951, -2.35504], [-4.18615, -1.26638, -1.43045], [-3.06275, -3.47205, -2.94033], [-1.34786, -1.80084, -1.30635], [2.54260, -1.83782, 4.54441], [1.67793, -1.44166, 6.04046], [2.72678, -1.78640, 7.43208], [1.24535, 0.28072, 6.03836], [0.20394, -2.42417, 6.15487], [-5.32800, -0.07604, -7.47945], [-3.56407, 0.01903, -7.65436], [-3.16282, 0.79093, -9.20130], [-2.88774, 0.97889, -6.32287], [-2.87575, -1.61688, -7.61219], [3.76371, -0.15915, 0.83395], [5.16659, 0.93384, 0.89320], [5.40923, 1.49476, 2.55925], [6.61455, 0.06722, 0.34263], [4.87240, 2.32888, -0.16498], [-0.81302, 3.01741, -4.98782], [0.40418, 3.20198, -6.26859], [0.64099, 1.64570, -7.08977], [-0.15233, 4.41274, -7.43928], [1.93913, 3.73302, -5.55239], [-2.00907, -4.32437, 6.07491], [-2.50319, -5.68016, 5.03517], [-1.18535, -6.86806, 4.96563], [-3.95128, -6.44109, 5.72866], [-2.88973, -5.11952, 3.38593], [0.85917, 8.95637, -6.64000], [-0.79508, 8.34965, -6.42251], [-1.68246, 9.42979, -5.32757], [-1.61711, 8.29591, -7.99533], [-0.73921, 6.71665, -5.73037], [3.03291, 6.09624, 0.31933], [4.22948, 6.30878, -0.97413], [4.49820, 4.75505, -1.79108], [3.62923, 7.49734, -2.14742], [5.75817, 6.88243, -0.27835], [5.98104, 2.74842, 5.40898], [7.38052, 3.83959, 5.46429], [7.62637, 4.40188, 7.12952], [8.82758, 2.97302, 4.91170], [7.08477, 5.23347, 4.40571], [-2.09032, 2.54160, 3.06513], [-3.42829, 1.57555, 2.41210], [-2.79748, 0.42443, 1.21608], [-4.21592, 0.68647, 3.73060], [-4.60909, 2.64837, 1.63321]], "forces_ev_per_a": [[-0.3, -2.0, -2.5], [0.5, 0.2, 0.5], [0.2, -1.4, -1.4], [1.7, 1.2, -0.3], [-1.2, -0.4, -0.4], [2.0, -1.0, -0.5], [0.5, 2.8, 0.0], [0.8, -0.5, -0.3], [0.0, 3.0, -1.1], [1.6, 1.1, -0.2], [0.2, 3.4, 2.0], [-3.1, 0.7, 2.1], [-1.9, -1.6, 0.0], [-0.7, -3.1, -1.5], [1.9, -1.3, -1.5], [1.5, -0.9, 0.3], [-0.4, -0.3, 0.7], [-0.3, -0.3, 1.0], [0.3, 1.3, 0.6], [-0.9, 0.9, 1.1], [-2.3, -1.8, 0.1], [-0.1, -1.4, -0.8], [-0.2, -0.3, 0.3], [0.4, 0.0, -0.1], [0.0, 0.1, -0.2], [0.0, 0.2, 0.1], [-0.4, 0.1, -0.3], [-0.1, 0.0, 0.1], [-0.1, 0.0, 0.1], [-0.1, 0.1, -0.2], [0.1, -0.2, 0.0], [0.7, 0.4, -0.1], [0.3, 0.0, 0.0], [-0.1, -0.1, 0.0], [0.0, -0.1, 0.3], [-0.2, 0.0, -0.5], [-0.1, 0.2, 0.0], [1.0, 1.4, 0.3], [0.1, 0.2, 0.1], [0.0, -0.1, -0.4], [-0.2, 0.1, 0.1], [0.1, -0.5, 0.5], [0.3, 0.2, 0.0], [0.1, 0.0, -0.2], [0.0, 0.2, 0.1], [0.2, -1.0, -0.3], [-0.2, -0.1, -0.1], [-0.5, -0.4, -0.3], [-0.2, -0.3, 0.0], [-0.2, 0.2, 0.0], [0.2, 0.1, 0.0], [-0.1, -0.5, 2.9], [-0.2, -0.1, 0.0], [0.0, 0.0, 0.2], [0.1, -0.1, -0.2], [0.1, 0.0, 0.2], [-0.2, 1.0, 0.3], [0.2, 0.0, -0.2], [0.0, 0.1, 0.1], [-0.1, 0.5, -0.2], [0.1, -0.2, 0.2], [-0.2, -0.1, -0.1], [0.2, 0.2, 0.2], [0.1, 0.0, 0.0], [-0.1, -0.1, -0.3], [-0.2, 0.1, 0.1], [0.0, -0.2, 0.1], [-0.2, -0.2, -0.1], [0.0, 0.0, 0.2], [-0.2, 0.7, -0.2], [0.1, 0.1, -0.2], [0.2, -0.2, 0.1]], "smiles": "O=C1C=C(B(O)O)C(=O)c2ccccc21.ClC(Cl)(Cl)Cl.ClC(Cl)(Cl)Cl.ClC(Cl)(Cl)Cl.ClC(Cl)(Cl)Cl.ClC(Cl)(Cl)Cl.ClC(Cl)(Cl)Cl.ClC(Cl)(Cl)Cl.ClC(Cl)(Cl)Cl.ClC(Cl)(Cl)Cl.ClC(Cl)(Cl)Cl", "lumo_ev": -1.67, "total_energy_ev": -530610.540}

***

Entry 3:
{"formula": "C7H18N3", "method": "the ωB97M-V functional and the def2-TZVPD basis", "species": ["C", "C", "C", "C", "C", "C", "C", "N", "N", "N", "H", "H", "H", "H", "H", "H", "H", "H", "H", "H", "H", "H", "H", "H", "H", "H", "H", "H"], "coordinates": [[-3.07599, -0.36569, 0.41239], [-4.38472, -0.64016, -0.45539], [3.55982, -1.07429, 0.29162], [3.24967, 1.08134, -1.19537], [2.48858, 0.97824, 1.21152], [-0.66328, -0.75991, -0.32908], [3.11926, 0.40162, 0.18377], [-2.73612, 1.01381, 0.42416], [-0.13591, 0.32785, 0.24159], [-1.98130, -1.08603, -0.25392], [-4.25497, -0.07167, -1.48806], [-4.47932, -1.71245, -0.76460], [-5.25465, -0.20881, 0.21889], [4.58999, -1.11375, -0.07769], [3.43478, -1.59101, 1.27385], [2.86282, -1.74466, -0.22228], [2.68686, 0.58399, -1.90471], [3.01704, 2.08090, -1.12296], [4.34860, 0.96546, -1.53097], [2.58217, 0.47463, 2.22261], [2.17497, 2.03818, 1.37615], [-3.38126, -0.68178, 1.44252], [-0.03036, -1.40991, -0.80945], [-2.72922, 1.42316, -0.57015], [-3.19145, 1.44584, 1.13429], [-0.65933, 0.92727, 0.85389], [0.91035, 0.61898, 0.28266], [-2.06704, -1.90115, -0.84529]], "forces_ev_per_a": [[-2.2, -0.5, -1.5], [0.2, 1.3, -0.4], [-0.5, 0.3, 0.5], [3.6, -2.1, 2.1], [1.2, 0.5, 2.6], [-2.3, 3.8, 3.3], [-0.8, -0.5, -0.5], [2.0, -1.0, -3.7], [1.5, -0.9, -0.6], [3.2, -0.5, -0.3], [-0.5, -0.8, 2.2], [-0.3, 0.8, 0.8], [1.5, -1.1, -1.9], [-0.3, -0.6, 0.0], [0.7, 1.3, -0.1], [0.4, 0.3, -1.1], [-1.3, -1.0, -1.6], [-0.6, 2.3, 0.0], [-1.6, 0.3, 0.5], [-0.5, 0.3, -1.3], [0.3, -0.8, -1.0], [1.2, -0.2, -0.7], [1.3, -1.3, -1.4], [-0.5, -0.4, 2.5], [-1.7, 2.3, 1.9], [-0.9, -0.1, -0.2], [-1.5, -1.4, -0.4], [-1.3, -0.1, 0.4]], "lumo_ev": -3.06, "total_energy_ev": -12013.307, "total_charge": 1}

***

Number 1: maximum force 0.1269 hartree/bohr, highest occupied orbital energy -6.3 eV, Kohn-Sham gap 2.65 eV. Number 2: maximum force 0.0760 hartree/bohr, highest occupied orbital energy -9.5 eV, Kohn-Sham gap 7.87 eV. Number 3: maximum force 0.1085 hartree/bohr, highest occupied orbital energy -13.0 eV, Kohn-Sham gap 9.90 eV.